Record 1
Molecular formula: C32H35B3FeN5O24
Method: DFT, the ωB97M-V functional and the def2-TZVPD basis

Properties
orbital gap (alpha / beta)	8.57 / 4.49	eV
DFT total energy	-126770.9052	eV
highest occupied orbital energy (alpha / beta)	-9.7 / -9.7	eV
<S²>	8.755
multiplicity	6

Last column: Mulliken spin population.
Atoms and positions in Å:
Fe 24.63547 26.89170 9.48651  4.420
O 26.60521 29.19685 12.91679  0.000
C 25.78457 30.00174 12.46359  0.008
O 25.50401 31.24729 12.89742  0.002
B 24.49470 31.87866 11.99021  0.003
O 24.16590 30.86698 11.00455  -0.003
C 24.88432 29.78566 11.23040  -0.026
O 24.81511 28.77936 10.53659  0.059
O 25.01376 33.20160 11.50704  0.001
C 24.01042 34.11402 11.60237  0.000
O 24.03710 35.28189 11.08371  0.000
C 22.87432 33.47419 12.49776  0.000
O 23.24032 32.20081 12.73445  0.001
O 21.85193 34.06788 12.82798  0.000
O 27.28580 27.74184 9.88203  -0.022
C 28.45970 28.07824 9.82829  -0.014
O 29.42821 27.26289 9.55019  0.007
B 30.77462 27.92056 9.55922  0.002
O 30.38475 29.36107 9.84426  0.001
C 29.11748 29.46311 10.01182  0.003
O 28.51544 30.52122 10.31515  0.000
O 31.66795 27.33786 10.55996  0.000
C 32.65345 26.63498 9.93644  0.000
O 33.48137 25.86633 10.41087  0.000
C 32.46842 26.93591 8.43532  0.000
O 31.43474 27.72480 8.30402  0.000
O 33.22104 26.54396 7.53716  0.000
O 22.30043 23.96664 12.67241  0.001
C 22.47591 23.09397 11.79568  0.001
O 21.90067 21.88953 11.75665  0.000
B 22.37189 21.11618 10.56496  0.001
O 23.30107 22.02981 9.93721  -0.002
C 23.34961 23.20114 10.52224  0.000
O 24.02205 24.19357 10.15483  -0.006
O 21.27297 20.76776 9.69574  0.000
C 21.07266 19.45589 9.71476  0.000
O 20.10131 18.88790 9.17963  0.000
C 22.26281 18.85055 10.49410  0.000
O 23.02095 19.82391 10.91767  0.000
O 22.49577 17.64928 10.61018  0.000
C 29.11149 25.44521 12.66591  0.000
C 28.23093 26.36891 13.60924  0.001
C 26.77450 25.88938 13.63594  0.004
C 26.08485 26.11325 12.35887  0.018
N 25.47096 26.25121 11.37446  0.116
H 30.12496 25.81849 12.51884  0.000
H 28.65487 25.56293 11.68319  0.000
H 29.28275 24.40640 12.94810  0.000
H 28.37342 27.42740 13.39155  0.000
H 28.68486 26.30973 14.59845  0.000
H 26.27893 26.44869 14.42946  0.000
H 26.69346 24.82787 13.86989  0.000
C 28.60725 28.27700 6.04226  0.001
C 27.78581 29.46289 5.49448  0.000
C 26.23684 29.21391 5.55854  0.001
C 25.73332 28.58635 6.77339  0.000
N 25.36451 28.11174 7.75042  0.100
H 28.41766 28.28270 7.11563  -0.001
H 29.66384 28.36172 5.78822  0.000
H 28.33380 27.35983 5.52060  0.000
H 28.04530 29.60376 4.44523  0.000
H 28.09864 30.36800 6.01508  0.000
H 25.98600 28.53113 4.74676  0.000
H 25.57804 30.04566 5.30900  0.000
C 30.50798 23.26113 7.75696  0.000
C 29.22590 23.70523 8.48268  0.000
C 28.24619 24.38648 7.55698  0.000
C 27.09574 25.00379 8.21303  0.023
N 26.17990 25.55939 8.66869  0.067
H 31.06408 24.12991 7.40473  0.000
H 30.31074 22.57746 6.93125  0.000
H 31.16670 22.85995 8.52717  0.000
H 29.51488 24.30068 9.34873  0.000
H 28.62435 22.93817 8.97039  0.000
H 27.89979 23.66211 6.81981  0.000
H 28.62595 25.10808 6.83366  0.001
C 20.65360 29.41920 12.19630  0.000
C 19.79328 28.17285 11.98492  0.000
C 20.56246 26.84660 12.05370  0.000
C 21.76604 26.83320 11.18877  0.016
N 22.72349 26.81640 10.47647  0.106
H 21.52288 29.31630 11.54681  0.000
H 20.94975 29.44024 13.24509  0.000
H 20.03582 30.31016 12.08375  0.000
H 19.44625 28.10555 10.95384  0.000
H 18.90439 28.12186 12.61371  0.000
H 20.03204 25.98347 11.65153  0.001
H 20.88879 26.57830 13.05850  0.001
C 20.59034 23.27787 7.66428  0.001
C 21.82906 22.92175 6.88262  0.001
C 22.50735 24.14557 6.28501  0.001
C 23.12768 25.13023 7.21689  0.013
N 23.56123 25.88230 7.98308  0.094
H 20.92652 23.76566 8.57925  0.000
H 19.97820 22.47191 8.06901  0.000
H 19.93045 23.98040 7.15528  0.000
H 21.52494 22.21915 6.10676  0.000
H 22.51890 22.36320 7.51526  0.000
H 21.73488 24.77408 5.84189  0.001
H 23.21648 23.92084 5.48831  0.000

***

Record 2
Molecular formula: C32H35BrF4O3P2SrTe
Method: DFT, the ωB97M-V functional and the def2-TZVPD basis

Properties
orbital gap	7.08	eV
DFT total energy	-147518.2928	eV
highest occupied orbital energy	-7.1	eV
multiplicity	1

Last column: Löwdin charge in e.
Atoms and positions in Å:
Sr -0.39959 -0.40982 0.02585  1.133
C 1.34077 -2.42060 -0.77549  -0.334
C 1.02032 -2.72870 0.57174  -0.327
C 1.62025 -1.74886 1.39626  -0.324
C 2.32248 -0.84330 0.56092  -0.342
C 2.14951 -1.25724 -0.78788  -0.323
C 2.83169 -0.64852 -1.98032  -0.051
C 3.26687 0.21600 1.05362  -0.098
C 1.62154 -1.70258 2.89687  -0.039
C 0.17430 -3.88895 1.01102  -0.045
C 0.90138 -3.23153 -1.96294  -0.048
H 2.72534 0.43954 -2.02666  0.049
H 2.43333 -1.04693 -2.91492  0.054
H 3.90544 -0.86122 -1.98280  0.085
H 2.80735 0.90722 1.76826  0.053
H 3.67206 0.80587 0.22812  0.049
H 4.12079 -0.23121 1.57174  0.086
H 1.52084 -0.68155 3.27433  0.075
H 2.55331 -2.10090 3.31117  0.083
H 0.80542 -2.28471 3.32561  0.067
H -0.05919 -3.83361 2.07381  0.068
H 0.67634 -4.84579 0.83895  0.082
H -0.78202 -3.93754 0.48078  0.070
H 0.93102 -2.65636 -2.89174  0.056
H -0.11894 -3.61019 -1.84864  0.071
H 1.53567 -4.10959 -2.12064  0.083
F -1.03896 7.11950 0.07853  0.147
C -0.96316 5.94354 -0.52912  -0.130
C -1.81074 5.64794 -1.57556  -0.129
F -2.70013 6.54612 -1.98426  0.140
C -1.71460 4.41844 -2.21162  -0.208
F -2.52590 4.22948 -3.25210  0.117
C -0.81158 3.44677 -1.80689  -0.339
P -0.79034 1.73119 -2.45839  1.044
C -2.47788 1.49237 -3.11727  -0.373
C -3.51080 1.43446 -2.18227  -0.106
C -4.81856 1.24501 -2.60115  -0.082
C -5.10020 1.07905 -3.94962  -0.076
C -4.07019 1.10856 -4.87956  -0.073
C -2.76267 1.32161 -4.46807  -0.081
C 0.27122 1.84154 -3.93011  -0.380
C 0.76262 3.04012 -4.43697  -0.069
C 1.59514 3.04023 -5.54802  -0.070
C 1.93371 1.84583 -6.16495  -0.076
C 1.44514 0.64482 -5.66677  -0.073
C 0.62805 0.64369 -4.54921  -0.122
C 0.06189 3.78801 -0.76327  -0.616
Br 1.42181 2.61942 -0.18264  0.890
C -0.01333 5.01359 -0.13421  -0.273
F 0.81152 5.33989 0.85695  0.091
H -3.30490 1.55956 -1.12337  0.049
H -5.61205 1.22382 -1.86468  0.108
H -6.12043 0.92463 -4.27651  0.105
H -4.28622 0.97699 -5.93193  0.105
H -1.96983 1.36772 -5.20365  0.102
H 0.49959 3.97868 -3.96567  0.104
H 1.97727 3.97729 -5.93125  0.106
H 2.58260 1.84824 -7.03092  0.105
H 1.71391 -0.29022 -6.14054  0.108
H 0.26675 -0.29860 -4.14963  0.102
C -5.20104 -1.77234 -0.46824  -0.067
C -5.53337 -0.88774 0.71214  -0.259
O -4.58347 0.19601 0.85205  -0.315
P -3.25358 -0.03652 1.72007  0.040
O -2.48141 -1.22555 1.20408  -0.501
Te -2.01972 1.98158 1.71817  0.503
O -3.78375 -0.44550 3.16997  -0.282
C -4.54797 0.48523 3.95775  -0.303
C -4.94364 -0.20762 5.23797  -0.072
H -5.96469 -2.54651 -0.56601  0.082
H -4.23531 -2.25301 -0.32226  0.066
H -5.17169 -1.19831 -1.39449  0.059
H -5.56024 -1.46309 1.64004  0.114
H -6.49875 -0.39737 0.58768  0.118
H -5.42370 0.80246 3.38503  0.116
H -3.93054 1.36556 4.15061  0.079
H -5.55126 -1.08882 5.03223  0.078
H -5.52152 0.47396 5.86319  0.079
H -4.05937 -0.52148 5.79155  0.081

***

- Which of these has the lowest multiplicity?
  C32H35BrF4O3P2SrTe

***

- Which of these has the highest DFT total energy?
  C32H35B3FeN5O24

***

- The highest multiplicity belongs to which entry?
  C32H35B3FeN5O24

***

- Which formula does entry 2 have?
  C32H35BrF4O3P2SrTe